1.
# C2H4OS

A cluster of 2 separate species, C2H4OS in total at a distorted geometry (ωB97M-V/def2-TZVPD, the OMol25 dataset).

Its HOMO energy (alpha / beta) is -8.92 / -8.92 eV. The gap between HOMO and LUMO (alpha / beta) is 7.6 / 7.6 eV. The net charge is 0. The value obtained for the energy above the lowest of the compared OMol25 structures with the same formula, charge and spin is 458.0 kJ/mol.

```
8
C2H4OS | the OMol25 dataset | ωB97M-V/def2-TZVPD
H -0.276 0.802 0.789
C -0.035 -0.156 -0.859
H 0.029 -1.004 1.078
S -0.061 -0.654 -2.362
O 1.060 0.558 -0.540
H 1.444 1.068 0.826
H -1.604 -0.465 0.533
C -0.557 -0.150 0.535
```



2.
# C4H12

A cluster of 2 separate species, C4H12 in total at a distorted geometry (ωB97M-V/def2-TZVPD, the OMol25 dataset).

Its HOMO energy is -11.40 eV. The gap between HOMO and LUMO is 12.5 eV. The net charge is 0. The value obtained for the energy above the lowest of the compared OMol25 structures with the same formula, charge and spin is 63.6 kJ/mol. The SMILES is CC.CC.

```
16
C4H12 | the OMol25 dataset | ωB97M-V/def2-TZVPD
H 0.898 -0.833 2.667
H -0.690 -0.194 -0.517
C 0.670 0.234 2.614
H -0.412 0.330 2.847
H -1.388 -1.728 -2.731
H -2.190 -0.080 -1.435
C -1.109 0.051 -1.485
H -0.792 1.075 -1.652
H 0.646 0.270 0.455
H 0.250 -1.559 -1.978
H -0.328 -0.790 -3.462
H 0.777 1.836 1.167
C 1.093 0.789 1.270
H 0.984 0.874 3.451
C -0.597 -1.051 -2.429
H 2.188 0.778 1.217
```



3.
# C15H25N6S2Tc

A structure of composition C15H25N6S2Tc at a distorted geometry (ωB97M-V/def2-TZVPD, the OMol25 dataset).

Its HOMO energy (alpha / beta) is -18.35 / -18.59 eV. The gap between HOMO and LUMO (alpha / beta) is 7.1 / 6.3 eV. The net charge is +3. Its multiplicity is 2. Its expectation value of S² is 0.8672.

```
49
C15H25N6S2Tc | the OMol25 dataset | ωB97M-V/def2-TZVPD
H 1.621 0.566 2.288
C -1.939 -2.638 4.206
C -3.285 -2.425 4.891
H -2.933 -1.280 -4.221
C 3.740 0.135 2.489
C -1.823 -1.805 1.852
C -2.961 -2.728 -2.013
H -3.948 -3.275 4.736
H -3.772 -1.518 4.536
C -1.344 1.838 -2.704
C -2.089 -0.354 -2.483
C -2.281 0.738 -4.607
H 5.093 2.205 -0.812
C 4.697 2.678 -1.712
H -1.570 2.769 -4.623
H 2.560 1.896 2.952
H 3.799 -0.642 1.725
C -1.718 1.866 -4.047
H -2.571 0.723 -5.650
H -0.904 2.707 -2.231
N 2.339 1.917 -1.377
H 5.295 3.566 -1.910
H -2.555 -3.552 2.374
H 4.688 0.671 2.515
S 1.132 -0.188 -0.276
H 2.038 1.419 -2.203
H 3.608 -0.346 3.458
N -2.156 -2.195 0.561
C -2.478 -0.391 -3.807
H 2.882 3.593 -2.460
H 3.369 2.453 0.823
C 3.238 3.081 -1.568
H -1.489 -3.587 4.497
S -1.142 -0.254 2.257
N -2.116 -2.709 2.741
H -1.234 -1.840 4.424
H 4.832 1.990 -2.546
Tc -0.937 0.488 0.091
C 2.133 1.308 -0.223
H 3.073 3.765 -0.733
C 2.579 1.079 2.233
N -1.852 -1.268 -0.332
H -2.367 -3.196 -2.805
N 2.679 1.714 0.897
H -3.086 -3.433 -1.201
H -3.937 -2.490 -2.442
H -3.109 -2.326 5.961
C -2.289 -1.486 -1.581
N -1.510 0.760 -1.939
```



4.
# C9H18N3O2

The ion C9H18N3O2 with charge +1 at a distorted geometry (ωB97M-V/def2-TZVPD, the OMol25 dataset).

Its HOMO energy (alpha / beta) is -11.28 / -10.99 eV. The gap between HOMO and LUMO (alpha / beta) is 7.4 / 6.6 eV. The net charge is +1. The value obtained for the energy above the lowest of the compared OMol25 structures with the same formula, charge and spin is 653.7 kJ/mol. The SMILES is CNC(=C(C)C)N(C)/C=C(/C)[N+](=O)O.

```
32
C9H18N3O2 | the OMol25 dataset | ωB97M-V/def2-TZVPD
O 3.076 1.125 -1.089
H -0.886 -3.272 0.969
C -1.250 -2.195 1.026
H -2.696 -0.755 -2.585
C -1.107 -0.103 -0.159
O 0.939 0.805 -1.348
N -0.421 -1.123 0.389
H 4.351 -0.524 0.223
H 1.443 2.293 0.948
H 0.810 0.962 1.877
C 2.018 -0.591 0.157
C 3.402 -1.019 0.677
N -2.261 -0.143 -0.832
N 2.107 0.469 -0.624
H -1.770 -2.090 -1.583
H -1.362 -1.790 2.060
H 3.548 -2.172 0.532
C -0.470 1.482 0.210
H 1.133 -2.192 1.147
C 0.461 1.821 1.314
H -2.195 2.775 -0.113
H -3.496 -1.711 -1.267
H -2.188 -2.088 0.485
C 0.942 -1.299 0.629
H 1.081 1.779 -1.527
H 0.157 2.615 1.993
H 3.267 -0.902 1.761
H -2.881 0.627 -0.932
C -1.208 2.598 -0.564
H -0.718 3.580 -0.520
H -1.285 2.244 -1.629
C -2.544 -1.206 -1.621
```



5.
# C15H25AsF6NO5P2S2V

A structure of composition C15H25AsF6NO5P2S2V at a distorted geometry (ωB97M-V/def2-TZVPD, the OMol25 dataset).

Its HOMO energy (alpha / beta) is -15.27 / -15.25 eV. The gap between HOMO and LUMO (alpha / beta) is 8.6 / 8.6 eV. The net charge is +2. Its multiplicity is 3. Its expectation value of S² is 2.0157.

```
58
C15H25AsF6NO5P2S2V | the OMol25 dataset | ωB97M-V/def2-TZVPD
C 1.018 -2.437 4.014
H -4.299 -0.158 1.588
F 4.787 -0.486 -0.893
H -1.448 3.934 0.405
As -2.442 -1.809 1.087
V 0.200 -0.240 0.406
C 0.722 2.553 -1.296
H -1.470 -3.843 -0.096
H -2.377 -0.571 -2.188
P 0.081 2.070 0.335
C -1.736 0.266 -2.474
H 2.228 3.397 -4.741
H 2.182 2.582 1.393
H -4.335 -0.597 -0.134
O -1.477 -0.474 0.640
C 1.137 2.807 1.604
F 1.373 -3.703 3.939
H -1.838 2.679 1.613
C 1.749 4.133 -2.788
S 2.625 -1.184 0.421
C 1.200 3.832 -1.549
O 2.119 -2.031 -0.606
H -1.808 -3.285 3.072
H 0.861 2.368 2.564
C -4.217 -0.988 0.880
H -1.759 0.392 -3.558
H 0.310 -0.997 -4.098
C -1.539 2.862 0.580
H 0.274 -2.245 -2.825
H -2.457 -1.715 3.631
F 1.885 -1.741 4.716
F 5.202 -1.860 0.726
S 0.941 -1.665 2.320
C -2.560 -2.520 2.900
H -3.556 -2.969 2.993
H -3.257 -3.815 -0.198
H 2.131 5.123 -2.980
F 4.634 0.184 1.149
H -2.286 -2.734 -1.242
H 0.992 3.887 1.644
P -0.012 -0.023 -1.912
H 1.311 1.162 -4.340
C 1.799 3.165 -3.779
H -5.011 -1.707 1.082
H 1.141 4.592 -0.784
H 1.727 -1.279 -3.047
N 2.433 -1.708 1.878
C -2.345 -3.214 -0.260
H -2.289 2.446 -0.091
H -2.116 1.170 -1.998
O 2.080 0.165 0.289
O 0.081 -2.448 1.465
C 0.754 1.579 -2.304
F -0.176 -2.363 4.604
O 0.444 -0.329 2.545
C 4.461 -0.852 0.337
C 1.287 1.895 -3.547
C 0.639 -1.251 -3.089
```



6.
# C5H7N2

The ion C5H7N2 with charge +1 at a distorted geometry (ωB97M-V/def2-TZVPD, the OMol25 dataset).

Its HOMO energy (alpha / beta) is -14.73 / -15.35 eV. The gap between HOMO and LUMO (alpha / beta) is 6.2 / 7.8 eV. The net charge is +1. The value obtained for the energy above the lowest of the compared OMol25 structures with the same formula, charge and spin is 891.7 kJ/mol.

```
14
C5H7N2 | the OMol25 dataset | ωB97M-V/def2-TZVPD
H 2.198 1.088 0.903
H 1.514 2.145 -0.367
N -0.690 1.174 0.041
C 0.530 0.423 -0.102
N 0.468 -0.845 0.008
C -0.547 -1.881 0.054
H -0.002 -2.864 0.435
C 1.800 1.126 -0.118
C -2.912 0.213 -0.370
H 2.402 0.552 -0.805
C -1.850 0.648 0.136
H -1.461 -1.614 0.795
H -1.040 -2.241 -0.961
H -0.409 2.076 0.353
```



7.
# C4H15N2O

A cluster of 3 separate species, C4H15N2O in total at a distorted geometry (ωB97M-V/def2-TZVPD, the OMol25 dataset).

Its HOMO energy is -13.58 eV. The gap between HOMO and LUMO is 3.9 eV. The net charge is +1. The value obtained for the energy above the lowest of the compared OMol25 structures with the same formula, charge and spin is 791.2 kJ/mol.

```
22
C4H15N2O | the OMol25 dataset | ωB97M-V/def2-TZVPD
H 2.400 0.962 -2.490
H 0.510 -0.584 -2.132
H 1.329 0.662 -0.211
C -2.122 0.087 2.300
H 2.723 1.523 -0.349
H 1.645 -1.759 -1.407
C 2.480 0.106 -1.786
O -0.603 0.784 -0.744
H -2.922 0.829 2.120
H 1.805 -1.349 -3.162
H -1.494 -1.727 1.415
H -0.870 1.545 -1.286
H -0.666 1.501 2.554
H -0.728 0.803 1.079
N 2.323 0.592 -0.455
N -0.790 0.603 2.084
H -3.285 -1.570 1.539
C 1.531 -0.996 -2.173
C -2.364 -1.071 1.345
H -2.250 -0.637 0.337
H -2.192 -0.144 3.372
H 3.538 -0.162 -1.950
```



8.
# C2H4INS

A structure of composition C2H4INS at a distorted geometry (ωB97M-V/def2-TZVPD, the OMol25 dataset).

Its HOMO energy (alpha / beta) is -8.57 / -8.92 eV. The gap between HOMO and LUMO (alpha / beta) is 6.7 / 7.9 eV. The net charge is 0. The value obtained for the energy above the lowest of the compared OMol25 structures with the same formula, charge and spin is 370.9 kJ/mol.

```
9
C2H4INS | the OMol25 dataset | ωB97M-V/def2-TZVPD
H 0.280 0.423 1.618
H -1.671 -0.270 -0.232
H -0.428 0.095 -1.365
S 1.476 1.140 -0.332
I 1.512 -2.149 -0.905
C -0.008 0.746 0.610
H -0.592 1.675 0.891
N 0.016 -1.397 0.111
C -0.584 -0.263 -0.397
```



9.
# C5H11O2

A cluster of 2 separate species, C5H11O2 in total at a distorted geometry (ωB97M-V/def2-TZVPD, the OMol25 dataset).

Its HOMO energy (alpha / beta) is 3.79 / -1.47 eV. The gap between HOMO and LUMO (alpha / beta) is 2.8 / 8.0 eV. The net charge is -2. Its multiplicity is 2. The value obtained for the energy above the lowest of the compared OMol25 structures with the same formula, charge and spin is 41.4 kJ/mol. Its expectation value of S² is 0.7505.

```
18
C5H11O2 | the OMol25 dataset | ωB97M-V/def2-TZVPD
H 0.097 0.489 1.169
H 0.102 1.700 -3.513
C 0.382 -1.687 0.949
O 0.519 0.021 4.044
H -1.042 -0.463 2.136
H -1.846 1.859 -1.730
C -0.986 1.213 -1.566
H -0.665 0.228 -3.501
O 2.135 0.154 2.465
H 0.747 0.379 -2.455
C 0.978 -0.067 2.884
C -0.146 0.903 -2.800
H -0.401 1.462 -0.718
H -0.096 -2.629 1.230
H 0.164 -1.584 -0.122
C -0.038 -0.448 1.706
H -1.372 0.247 -1.203
H 1.468 -1.778 1.023
```



10.
# C4H2InLiO2

A structure of composition C4H2InLiO2 at a distorted geometry (ωB97M-V/def2-TZVPD, the OMol25 dataset).

Its HOMO energy (alpha / beta) is -13.09 / -13.16 eV. The gap between HOMO and LUMO (alpha / beta) is 8.5 / 7.1 eV. The net charge is +1. Its multiplicity is 2. Its expectation value of S² is 0.7573.

```
10
C4H2InLiO2 | the OMol25 dataset | ωB97M-V/def2-TZVPD
C 1.368 -0.513 0.875
C 1.171 -0.607 -0.336
C -1.811 0.801 0.528
O 0.406 -1.038 -1.318
O -1.015 1.788 0.632
In 0.998 2.136 0.555
Li -1.639 -1.003 -1.203
H 1.766 -0.080 1.779
C -2.125 -0.415 0.649
H 0.881 -1.068 -2.161
```



11.
# C25H32BF3O3

A cluster of 2 separate species, C25H32BF3O3 in total at a distorted geometry (ωB97M-V/def2-TZVPD, the OMol25 dataset).

Its HOMO energy is -8.39 eV. The gap between HOMO and LUMO is 9.0 eV. The net charge is 0. The value obtained for the energy above the lowest of the compared OMol25 structures with the same formula, charge and spin is 0.0 kJ/mol. The SMILES is CO[C@H](B1OC(C)(C)C(C)(C)O1)c1ccc(C)cc1.FC(F)(F)c1ccc(C2CC2)cc1.

```
64
C25H32BF3O3 | the OMol25 dataset | ωB97M-V/def2-TZVPD
H 0.508 4.821 0.046
H 3.224 0.411 3.267
H 0.381 -0.489 -3.227
H 0.322 2.157 -2.629
H 4.558 1.596 -0.049
C 1.496 4.352 -0.100
H 3.957 1.052 -2.295
H 3.526 2.468 1.084
C 0.985 -2.490 -3.793
H -0.831 -4.464 0.498
C 3.828 2.415 0.023
C 0.612 -1.464 -2.767
H 1.885 4.188 0.924
C -4.722 0.458 3.451
C -2.765 -1.008 2.783
C -1.485 -1.151 2.260
H -0.773 2.094 1.681
O 1.343 0.443 2.444
H -3.574 -1.446 -0.795
H 2.295 1.228 -2.878
B 1.119 1.147 0.453
H 2.820 -1.050 2.295
H 2.402 -2.602 -2.107
H 2.158 5.074 -0.595
F -3.662 -4.104 1.386
H 1.049 -3.326 -0.712
C -2.593 -1.914 -0.938
C -3.499 -4.060 0.015
H 2.771 -1.303 -3.367
H -4.970 1.530 3.485
C -1.324 1.218 1.990
H -1.016 -2.131 2.176
O 2.178 0.822 -0.368
C 2.038 -1.960 -2.899
H -0.505 3.507 -1.914
F -3.316 -5.352 -0.391
H 2.043 -0.763 3.917
C 0.018 -2.938 -0.807
H -2.966 2.405 2.680
H -5.434 -0.026 2.765
C 1.334 3.025 -0.860
H 0.950 3.775 -2.922
C 0.500 3.131 -2.156
C 2.660 2.088 -0.931
C 3.106 1.741 -2.341
C -2.341 -3.176 -0.385
C -2.576 1.388 2.554
H -3.339 -1.890 3.069
H 3.427 2.631 -2.896
H 4.369 3.325 -0.235
C 0.647 -0.132 1.308
C -1.030 -3.612 -0.172
H -1.782 -0.331 -2.126
F -4.682 -3.612 -0.516
C -0.787 -0.053 1.749
H 1.016 -2.155 -4.830
C -1.559 -1.259 -1.591
H 0.618 -3.495 -3.597
C -0.274 -1.853 -1.659
H 0.992 -1.154 1.074
C 2.431 -0.302 3.004
C -3.325 0.269 2.931
H -4.900 0.018 4.444
O 0.468 2.289 0.089
```



12.
# CHBiLiO

A structure of composition CHBiLiO at a distorted geometry (ωB97M-V/def2-TZVPD, the OMol25 dataset).

Its HOMO energy (alpha / beta) is -13.49 / -13.52 eV. The gap between HOMO and LUMO (alpha / beta) is 6.7 / 6.7 eV. The net charge is +1. The value obtained for the energy above the lowest of the compared OMol25 structures with the same formula, charge and spin is 79.0 kJ/mol.

```
5
CHBiLiO | the OMol25 dataset | ωB97M-V/def2-TZVPD
H 0.097 -0.518 0.457
Bi -0.856 -1.576 -1.040
Li -1.773 0.361 -0.642
C 1.179 0.374 0.886
O 1.353 1.359 0.339
```